{
  "formula": "C4H9N3",
  "method": "ωB97M-V with the def2-TZVPD basis set",
  "species": ["C", "C", "C", "C", "N", "N", "N", "H", "H", "H", "H", "H", "H", "H", "H", "H"],
  "positions_angstrom": [[0.3495, -0.7684, 0.0423], [0.4482, 0.9451, 1.7211], [0.4785, -2.0373, -0.6332], [-1.1481, 1.3112, -1.4958], [-0.0007, 1.6955, 0.6423], [0.5993, -0.4406, 1.2362], [-0.3143, 1.1055, -0.3600], [1.3789, 1.5090, 2.0741], [-0.3196, 0.9879, 2.4307], [-0.5368, -2.5069, -0.5650], [1.0022, -2.6612, -0.0175], [0.9822, -1.8639, -1.6787], [-1.7825, 0.3967, -1.6737], [-0.4402, 1.1053, -2.3606], [-1.5525, 2.2363, -1.4134], [0.8557, -1.0143, 2.0512]],
  "forces_ev_per_angstrom": [[-0.401, 2.454, 1.330], [2.607, 1.114, -0.755], [-1.625, 1.866, -3.114], [2.407, -3.713, -2.331], [-2.402, 0.539, -3.052], [0.340, 0.389, 0.744], [1.821, -3.598, 2.903], [-0.783, -1.418, -0.005], [-1.154, 0.119, 1.555], [0.382, 0.357, -1.078], [2.138, -1.647, 1.551], [-1.312, -0.782, 1.770], [-0.026, 1.135, 0.955], [-0.656, 1.113, 0.542], [-1.610, 2.758, -0.276], [0.275, -0.684, -0.738]],
  "multiplicity": 1,
  "charge": 2,
  "homo_energy_ev": -21.1,
  "relative_energy_kcal_mol": 104.95,
  "gap_ev": 10.50
}

---

{
  "formula": "C4H14N4",
  "method": "ωB97M-V with the def2-TZVPD basis set",
  "species": ["C", "C", "N", "N", "H", "H", "H", "H", "H", "H", "N", "C", "C", "N", "H", "H", "H", "H", "H", "H", "H", "H"],
  "positions_angstrom": [[-2.2088, -0.3410, 0.0953], [-2.4746, 1.0019, 0.0489], [-2.9185, 1.7113, 1.1655], [-1.8486, -1.0518, -1.0333], [-2.2324, -0.8554, 1.0585], [-2.4937, 1.5106, -0.9187], [-3.9369, 1.7676, 1.1696], [-2.5081, 2.6430, 1.1133], [-2.1963, -2.0105, -1.0110], [-0.8234, -1.1382, -1.0737], [2.0569, 1.5288, -0.5535], [1.8406, 0.0963, -0.6897], [2.3221, -0.6500, 0.5463], [2.2666, -2.0909, 0.2990], [1.4801, 1.9323, 0.1773], [1.7968, 2.0197, -1.3993], [2.3107, -0.2801, -1.5969], [0.7620, -0.1383, -0.8043], [3.3541, -0.3738, 0.7678], [1.7227, -0.3213, 1.4067], [2.4133, -2.5910, 1.1633], [1.3153, -2.3695, 0.0690]],
  "forces_ev_per_angstrom": [[-0.028, -0.974, 0.187], [-0.572, 0.800, -0.080], [0.939, -0.269, -1.138], [0.093, -0.219, 0.884], [-0.795, -0.041, -0.057], [0.914, 0.053, 0.056], [-0.043, -0.214, 0.801], [-0.635, 0.209, 0.011], [0.078, 0.002, 0.314], [0.023, 0.668, -1.001], [-0.266, 0.075, -0.165], [-0.274, 0.162, 0.332], [0.130, -0.011, -0.238], [-0.539, -0.055, 0.195], [0.173, -0.133, 0.151], [0.201, -0.011, -0.126], [0.258, 0.056, 0.113], [-0.067, -0.123, -0.081], [-0.028, 0.019, -0.136], [-0.039, 0.012, 0.048], [0.466, -0.114, 0.200], [0.009, 0.109, -0.269]],
  "multiplicity": 2,
  "charge": 1,
  "homo_energy_ev": [-12.4, -12.3],
  "relative_energy_kcal_mol": 22.33,
  "gap_ev": [7.93, 3.81]
}

---

{
  "formula": "C22H29N3O5",
  "method": "ωB97M-V with the def2-TZVPD basis set",
  "species": ["C", "O", "C", "C", "N", "C", "O", "C", "O", "C", "C", "O", "C", "C", "N", "C", "C", "N", "C", "C", "C", "C", "C", "C", "C", "C", "C", "C", "C", "O", "H", "H", "H", "H", "H", "H", "H", "H", "H", "H", "H", "H", "H", "H", "H", "H", "H", "H", "H", "H", "H", "H", "H", "H", "H", "H", "H", "H", "H"],
  "positions_angstrom": [[-5.7983, 0.3384, -0.6830], [-5.0101, 1.0794, -1.5786], [-3.6731, 0.6255, -1.6416], [-2.8431, 1.7106, -2.3255], [-2.7976, 2.8861, -1.4831], [-1.7612, 3.0965, -0.6467], [-0.6871, 2.5397, -0.7371], [-2.0259, 4.1709, 0.4156], [-1.0505, 4.1299, 1.4375], [-0.6881, 2.9097, 1.9137], [0.5173, 2.8309, 2.5284], [1.0188, 1.7176, 3.0864], [0.3089, 0.5854, 3.0030], [1.0501, -0.6268, 3.5146], [1.8110, -1.3145, 2.4883], [1.0055, -1.9450, 1.4600], [1.9064, -2.8331, 0.6078], [2.9390, -2.0253, -0.0100], [3.7360, -2.7885, -0.9524], [2.9232, -3.1825, -2.1565], [2.0447, -2.2675, -2.7251], [1.2994, -2.6103, -3.8378], [1.4288, -3.8693, -4.4014], [2.3036, -4.7843, -3.8427], [3.0439, -4.4432, -2.7234], [3.7363, -1.3927, 1.0200], [2.8391, -0.4978, 1.8696], [-0.9130, 0.5471, 2.4252], [-1.5458, 1.7149, 1.8550], [-2.6796, 1.6940, 1.3804], [-5.3897, 0.3918, 0.3330], [-6.7923, 0.7812, -0.7028], [-5.8622, -0.7143, -0.9853], [-3.6142, -0.3207, -2.2003], [-3.2833, 0.4662, -0.6267], [-3.2973, 1.9758, -3.2827], [-1.8183, 1.3678, -2.4738], [-3.7079, 3.2359, -1.2228], [-3.0328, 4.0488, 0.8289], [-1.9284, 5.1656, -0.0299], [1.1726, 3.6831, 2.6202], [1.7522, -0.3079, 4.2899], [0.3419, -1.3395, 3.9425], [0.2380, -2.5566, 1.9396], [0.5173, -1.2050, 0.8055], [1.3160, -3.3087, -0.1782], [2.3441, -3.6211, 1.2479], [4.5609, -2.1467, -1.2823], [4.1783, -3.6881, -0.4856], [1.9484, -1.2911, -2.2760], [0.6169, -1.8927, -4.2699], [0.8488, -4.1368, -5.2725], [2.4082, -5.7683, -4.2763], [3.7229, -5.1633, -2.2880], [4.5098, -0.7842, 0.5452], [4.2245, -2.1386, 1.6734], [3.4301, -0.0200, 2.6541], [2.4108, 0.2821, 1.2198], [-1.4691, -0.3761, 2.3928]],
  "forces_ev_per_angstrom": [[-0.045, -0.055, 0.106], [0.160, 0.256, -0.169], [0.300, -0.014, -0.119], [-0.193, -0.355, 0.121], [-0.316, 0.080, -0.195], [-0.230, 0.602, 0.016], [0.245, -0.120, -0.063], [-0.074, -0.047, -0.269], [0.031, -0.146, 0.222], [0.511, -0.224, 0.403], [-0.730, 0.574, -0.441], [0.153, -0.246, 0.119], [-0.503, -0.458, -0.098], [0.077, 0.179, -0.054], [0.007, -0.002, 0.060], [0.102, -0.304, -0.124], [-0.335, 0.059, 0.040], [0.124, -0.049, 0.036], [0.053, 0.095, 0.036], [0.032, -0.094, -0.052], [0.032, -0.007, -0.007], [-0.031, 0.054, -0.039], [-0.046, -0.074, -0.087], [-0.018, -0.081, -0.095], [0.037, 0.076, 0.068], [-0.023, 0.281, 0.072], [0.342, -0.151, -0.042], [0.352, 0.174, 0.225], [0.121, 0.073, 0.166], [-0.011, 0.050, 0.137], [-0.034, -0.016, -0.019], [-0.027, -0.079, 0.059], [-0.024, 0.020, 0.012], [-0.020, 0.071, 0.014], [-0.019, -0.013, -0.110], [0.093, -0.093, -0.010], [-0.120, 0.025, -0.064], [0.107, 0.042, 0.146], [0.169, 0.033, -0.109], [-0.020, -0.140, -0.004], [0.035, -0.013, -0.009], [-0.123, -0.014, 0.040], [-0.004, 0.115, 0.020], [-0.044, 0.008, -0.019], [-0.030, -0.061, 0.024], [-0.002, -0.016, 0.067], [-0.030, 0.015, -0.060], [0.009, -0.072, 0.089], [-0.002, 0.072, -0.055], [-0.036, 0.115, 0.056], [-0.051, 0.063, -0.034], [-0.048, -0.022, -0.062], [0.000, -0.074, -0.033], [0.055, -0.063, 0.069], [0.010, -0.032, 0.016], [0.006, 0.058, -0.034], [-0.011, 0.040, -0.022], [0.035, 0.025, 0.042], [0.004, -0.121, 0.020]],
  "multiplicity": 1,
  "smiles": "COCCNC(=O)COc1coc(CN2CCN(Cc3ccccc3)CC2)cc1=O",
  "homo_energy_ev": -8.6,
  "relative_energy_kcal_mol": 101.48,
  "gap_ev": 9.33
}

---

{
  "formula": "C57H64F6N5O",
  "method": "ωB97M-V with the def2-TZVPD basis set",
  "species": ["C", "C", "C", "C", "C", "C", "C", "C", "C", "C", "C", "C", "N", "N", "N", "C", "C", "C", "C", "C", "C", "C", "C", "C", "C", "C", "C", "C", "C", "C", "C", "C", "F", "F", "F", "C", "C", "C", "F", "F", "F", "C", "C", "C", "H", "H", "H", "H", "H", "H", "H", "H", "H", "H", "H", "H", "H", "H", "H", "H", "H", "H", "H", "H", "H", "H", "H", "H", "H", "H", "H", "H", "H", "H", "H", "H", "H", "H", "H", "H", "H", "H", "H", "C", "N", "C", "O", "C", "C", "C", "C", "C", "C", "C", "C", "N", "C", "C", "C", "C", "C", "C", "C", "C", "C", "C", "C", "C", "H", "H", "H", "H", "H", "H", "H", "H", "H", "H", "H", "H", "H", "H", "H", "H", "H", "H", "H", "H", "H", "H", "H", "H", "H"],
  "positions_angstrom": [[-4.5138, -2.7963, 5.2177], [-4.3526, -1.2891, 5.0186], [-4.7267, -0.5647, 6.3131], [-5.1655, -0.8093, 3.8117], [-6.5357, -0.6188, 3.9548], [-7.3655, -0.4461, 2.8543], [-6.8336, -0.5412, 1.5750], [-5.4659, -0.7080, 1.3807], [-4.9554, -0.8545, -0.0501], [-4.9843, 0.4942, -0.7630], [-5.7186, -1.9212, -0.8379], [-4.6169, -0.7291, 2.5087], [-3.2032, -0.9598, 2.3080], [-2.8882, -2.1657, 1.7702], [-1.5386, -2.2410, 1.8189], [-0.8835, -3.2830, 1.0823], [-0.0151, -2.9715, 0.0010], [0.0358, -1.5891, -0.6581], [-1.2245, -1.3181, -1.4806], [1.2833, -1.3964, -1.5270], [0.7389, -4.0071, -0.5472], [0.5455, -5.3260, -0.1541], [-0.4218, -5.6291, 0.7961], [-1.1486, -4.6211, 1.4277], [-2.1284, -5.0909, 2.5012], [-1.3612, -5.7949, 3.6284], [-3.1612, -6.0656, 1.9184], [-0.9994, -1.1050, 2.3986], [0.4303, -0.9825, 2.5771], [1.2149, -2.0903, 2.9851], [2.5881, -1.9820, 3.0864], [3.3608, -3.1825, 3.5752], [4.6209, -3.2407, 3.0519], [3.4936, -3.1896, 4.9423], [2.7379, -4.3625, 3.2404], [3.2593, -0.8019, 2.7762], [2.5017, 0.2818, 2.3495], [3.1480, 1.5747, 1.9267], [2.3666, 2.2592, 1.0184], [3.3401, 2.4297, 2.9859], [4.3596, 1.3906, 1.3321], [1.1202, 0.2225, 2.2964], [-2.0293, -0.2029, 2.6032], [-1.8988, 1.1647, 2.9055], [-4.2477, -3.3569, 4.3132], [-3.8750, -3.1430, 6.0389], [-5.5562, -3.0395, 5.4663], [-3.2988, -1.0783, 4.8032], [-4.6942, 0.5213, 6.1800], [-5.7295, -0.8491, 6.6544], [-4.0173, -0.8326, 7.1041], [-6.9723, -0.6582, 4.9482], [-8.4354, -0.2834, 2.9948], [-7.4948, -0.5118, 0.7112], [-3.9222, -1.1971, 0.0351], [-4.4573, 1.2500, -0.1677], [-4.5043, 0.4304, -1.7465], [-6.0223, 0.8269, -0.9047], [-5.6438, -2.8926, -0.3347], [-6.7814, -1.6676, -0.9384], [-5.2953, -2.0216, -1.8448], [0.0863, -0.8447, 0.1478], [-2.1388, -1.5522, -0.9210], [-1.2664, -0.2619, -1.7770], [-1.2193, -1.9364, -2.3919], [2.1914, -1.7083, -0.9964], [1.1986, -1.9711, -2.4597], [1.4018, -0.3402, -1.7996], [1.4656, -3.7903, -1.3315], [1.1271, -6.1233, -0.6169], [-0.6201, -6.6677, 1.0664], [-2.6536, -4.2093, 2.8843], [-0.5081, -5.1946, 3.9723], [-2.0118, -5.9973, 4.4880], [-0.9705, -6.7595, 3.2693], [-3.7102, -5.6040, 1.0900], [-2.6693, -6.9738, 1.5421], [-3.8829, -6.3733, 2.6848], [0.7271, -3.0226, 3.2364], [4.3390, -0.7380, 2.8588], [0.5642, 1.0990, 1.9933], [-0.9142, 1.4850, 3.1976], [-2.7845, 1.7706, 2.9648], [3.1703, 9.6903, 7.9119], [2.4693, 8.4621, 7.6297], [2.0298, 7.6719, 8.6532], [2.2251, 7.8781, 9.8479], [1.2874, 6.4971, 8.0304], [-0.1863, 6.4586, 8.4317], [-0.3608, 6.1830, 9.8997], [-1.0422, 7.0988, 10.7001], [-1.0921, 6.9176, 12.0811], [-0.5011, 5.7870, 12.6585], [0.1244, 4.8338, 11.8465], [0.1897, 5.0302, 10.4652], [1.4680, 6.7113, 6.5862], [0.9410, 5.8076, 5.7186], [0.9473, 5.9436, 4.3374], [0.4010, 5.0524, 3.4032], [0.5329, 5.2883, 1.9767], [-0.0151, 4.4586, 0.9499], [0.1660, 4.7620, -0.3973], [0.8836, 5.8983, -0.7957], [1.4221, 6.7336, 0.1825], [1.2603, 6.4274, 1.5236], [2.1495, 7.9981, 6.2796], [1.2406, 9.0200, 5.5849], [3.4390, 7.8363, 5.4649], [3.2213, 9.8258, 8.9947], [4.1931, 9.6581, 7.5164], [2.6508, 10.5511, 7.4729], [1.7977, 5.5614, 8.3338], [-0.6469, 7.4264, 8.1668], [-0.6798, 5.6699, 7.8447], [-1.4994, 7.9709, 10.2311], [-1.5893, 7.6590, 12.7084], [-0.5107, 5.6603, 13.7424], [0.5657, 3.9389, 12.2898], [0.6870, 4.3000, 9.8247], [0.4789, 4.9259, 6.1754], [1.4115, 6.8676, 3.9897], [-0.1373, 4.1810, 3.7771], [-0.5864, 3.5679, 1.2366], [-0.2498, 4.1116, -1.1665], [1.0159, 6.1312, -1.8492], [1.9755, 7.6258, -0.0929], [1.7176, 7.1034, 2.2427], [0.3695, 9.2477, 6.2126], [1.8057, 9.9455, 5.4189], [0.8880, 8.6571, 4.6151], [4.1556, 7.2210, 6.0232], [3.2473, 7.3647, 4.4965], [3.8815, 8.8251, 5.2869]],
  "forces_ev_per_angstrom": [[-0.087, -0.242, -0.193], [0.162, 0.537, -0.241], [0.100, 0.135, 0.013], [0.375, -0.236, -0.161], [-0.112, 0.037, -0.028], [-0.010, 0.009, -0.091], [-0.145, 0.031, 0.301], [0.273, 0.215, -0.124], [0.273, 0.014, 0.314], [0.003, 0.202, -0.003], [-0.030, -0.114, 0.123], [-0.586, -0.444, 0.051], [1.305, -0.633, -0.071], [2.001, 0.037, 0.129], [-2.766, 1.549, 0.276], [0.240, -1.076, -0.477], [-0.186, 0.182, 0.040], [0.353, 0.095, 0.609], [-0.237, -0.132, -0.113], [0.035, 0.081, 0.008], [-0.149, -0.059, -0.088], [-0.154, -0.196, 0.199], [0.324, 0.058, -0.464], [0.110, -0.070, 0.303], [0.080, 0.195, 0.052], [0.152, 0.031, 0.137], [-0.095, 0.127, -0.174], [0.684, -2.143, -0.852], [1.345, 0.219, 0.207], [-0.625, 0.716, -0.217], [0.276, -0.134, 0.094], [0.478, -1.095, 0.295], [-1.051, 0.141, 0.477], [-0.107, 0.065, -1.230], [0.572, 1.182, 0.338], [-0.053, -0.018, -0.098], [0.055, 0.131, 0.055], [0.382, 0.726, -0.449], [0.747, -0.542, 0.892], [-0.114, -0.566, -0.817], [-0.971, 0.159, 0.626], [-0.597, -0.701, 0.114], [-1.266, 2.403, 0.259], [-0.754, -1.956, -0.325], [-0.043, 0.089, 0.132], [-0.113, 0.066, -0.128], [0.212, 0.041, -0.050], [-0.077, -0.016, 0.094], [-0.041, -0.123, 0.054], [0.200, 0.079, -0.024], [-0.146, 0.021, -0.096], [0.049, 0.034, -0.142], [0.302, -0.104, -0.038], [0.138, 0.065, 0.183], [-0.160, 0.164, -0.243], [-0.099, -0.061, -0.151], [-0.101, -0.009, 0.130], [0.239, -0.008, 0.011], [-0.055, 0.141, -0.118], [0.222, -0.072, -0.047], [-0.084, 0.038, 0.179], [-0.075, -0.086, -0.254], [0.204, 0.059, -0.106], [0.021, -0.218, 0.017], [-0.046, 0.165, 0.245], [-0.135, 0.091, -0.139], [0.107, 0.136, 0.204], [-0.103, -0.201, 0.050], [-0.326, -0.089, 0.261], [-0.125, 0.203, 0.135], [0.153, 0.338, -0.122], [0.082, -0.306, 0.076], [-0.176, -0.139, -0.007], [0.083, 0.052, -0.184], [-0.064, 0.287, 0.171], [0.044, -0.106, 0.123], [-0.178, 0.230, 0.088], [0.159, 0.101, -0.107], [0.043, -0.020, -0.041], [-0.124, -0.033, -0.093], [0.005, -0.144, -0.164], [-0.171, 0.320, 0.152], [-0.009, 0.253, 0.256], [0.356, 0.492, -0.314], [-0.367, -0.490, 0.397], [0.538, 0.353, 1.101], [-0.478, -0.438, -1.744], [0.484, -0.405, 0.472], [-0.331, 0.058, -0.192], [-0.080, -0.051, 0.259], [0.274, -0.104, 0.125], [0.011, -0.282, 0.042], [0.058, 0.141, -0.243], [-0.118, 0.098, -0.098], [-0.119, 0.237, 0.355], [-1.130, -1.782, -1.385], [0.652, 1.206, 1.671], [-0.196, -0.039, -1.469], [0.692, 1.048, 0.792], [0.202, 0.436, -1.138], [0.029, 0.023, 0.818], [0.111, 0.126, -0.052], [-0.241, -0.303, 0.486], [-0.052, -0.156, 0.176], [-0.108, -0.111, 0.132], [0.335, 0.819, -0.117], [-0.391, -0.073, 0.103], [0.119, -0.408, 0.169], [-0.093, -0.170, -0.207], [-0.169, 0.030, 0.097], [0.091, -0.149, 0.110], [-0.246, 0.450, -0.157], [0.079, -0.374, 0.045], [0.015, 0.219, 0.053], [0.131, -0.138, 0.207], [0.140, -0.244, -0.168], [-0.052, -0.001, -0.348], [-0.132, 0.301, -0.122], [-0.084, 0.091, 0.232], [0.214, 0.323, -0.001], [-0.258, -0.660, -0.030], [0.111, -0.010, -0.228], [0.175, 0.272, -0.125], [0.048, 0.097, 0.312], [-0.048, -0.091, 0.185], [-0.058, -0.143, -0.001], [-0.093, -0.156, -0.282], [0.170, -0.056, -0.167], [-0.168, -0.257, 0.040], [0.054, 0.160, 0.159], [-0.117, 0.114, -0.189], [0.139, 0.137, 0.173], [-0.142, -0.300, 0.062]],
  "multiplicity": 1,
  "charge": 1,
  "homo_energy_ev": -8.3,
  "gap_ev": 3.64
}

---

no.,largest force on an atom (eV/A)
1,5.0
2,1.5
3,1.0
4,3.2